Entry 1:
{"formula": "C3H5NO2", "method": "wB97M-V/def2-TZVPD", "total_charge": 0, "total_energy_ha": -322.5592, "relative_energy_kj_mol": 39.6, "gap_ev": 11.29, "species": ["C", "N", "C", "O", "C", "O", "H", "H", "H", "H", "H"], "xyz": [[0.204, -0.666, 1.060], [-0.069, 0.162, -0.111], [-0.433, -0.490, -1.276], [-0.560, -1.688, -1.355], [0.092, 1.539, -0.116], [0.437, 2.199, 0.833], [0.079, -0.074, 1.967], [1.223, -1.064, 1.009], [-0.493, -1.508, 1.043], [-0.597, 0.191, -2.129], [-0.134, 1.983, -1.104]], "lowdin_charge": [-0.0090, -0.0857, -0.2954, 0.0580, -0.2916, 0.0626, 0.0927, 0.1039, 0.0923, 0.1362, 0.1360]}

=====

Entry 2:
{"formula": "C13H40BBrN7O8P3", "method": "wB97M-V/def2-TZVPD", "total_charge": 0, "total_energy_ha": -5127.2015, "relative_energy_kj_mol": 865.0, "gap_ev": 6.66, "species": ["C", "N", "C", "P", "O", "N", "C", "C", "N", "C", "C", "H", "H", "H", "H", "H", "H", "H", "H", "H", "H", "H", "H", "H", "H", "H", "H", "H", "H", "C", "N", "C", "P", "O", "N", "C", "C", "N", "C", "C", "H", "H", "H", "H", "H", "H", "H", "H", "H", "H", "H", "H", "H", "H", "H", "H", "H", "H", "O", "C", "N", "O", "B", "O", "O", "O", "P", "O", "Br", "H", "H", "H", "H"], "xyz": [[3.528, 5.126, 0.042], [3.953, 4.262, 1.118], [2.806, 3.734, 1.861], [5.441, 3.560, 1.428], [5.122, 2.322, 0.555], [6.730, 4.069, 0.413], [6.858, 5.310, -0.325], [7.380, 3.026, -0.390], [5.808, 4.984, 2.431], [5.950, 4.547, 3.828], [5.170, 6.296, 2.433], [2.977, 5.986, 0.451], [2.879, 4.611, -0.665], [4.354, 5.554, -0.515], [2.793, 4.137, 2.878], [2.856, 2.644, 1.931], [1.845, 3.981, 1.397], [6.234, 5.318, -1.223], [7.888, 5.457, -0.669], [6.656, 6.196, 0.271], [6.782, 2.773, -1.278], [7.542, 2.112, 0.196], [8.378, 3.330, -0.737], [4.972, 4.291, 4.256], [6.418, 5.314, 4.451], [6.585, 3.657, 3.886], [4.166, 6.274, 2.872], [5.098, 6.745, 1.442], [5.770, 7.003, 3.020], [-5.010, -5.135, -1.881], [-3.574, -5.154, -1.734], [-2.904, -4.872, -3.006], [-2.621, -5.131, -0.357], [-2.609, -3.583, -0.301], [-3.462, -5.279, 1.133], [-4.757, -5.882, 1.379], [-3.326, -4.160, 2.074], [-2.634, -6.909, -0.422], [-1.263, -7.377, -0.673], [-3.549, -7.796, -1.131], [-5.320, -5.912, -2.596], [-5.371, -4.174, -2.246], [-5.538, -5.363, -0.963], [-2.364, -5.758, -3.356], [-2.181, -4.059, -2.894], [-3.598, -4.576, -3.800], [-5.576, -5.235, 1.056], [-4.911, -6.056, 2.450], [-4.870, -6.869, 0.938], [-3.976, -3.319, 1.793], [-2.289, -3.802, 2.124], [-3.583, -4.450, 3.103], [-0.967, -7.177, -1.710], [-1.153, -8.448, -0.476], [-0.557, -6.857, -0.017], [-3.392, -7.781, -2.216], [-4.600, -7.582, -0.937], [-3.406, -8.831, -0.793], [-1.986, 4.077, -2.456], [-2.724, 3.441, -1.518], [-4.231, 3.454, -1.651], [-4.812, 2.778, -0.645], [-5.888, 1.885, -1.119], [-5.876, 1.071, -2.353], [-7.121, 1.831, -0.259], [-2.070, 2.690, -0.396], [-0.931, 1.643, -1.267], [0.727, 2.054, -0.848], [-1.378, -0.533, -0.640], [-4.599, 4.428, -1.749], [-6.504, 1.427, -3.051], [-7.426, 2.805, -0.253], [1.237, 1.856, -1.697]], "lowdin_charge": [-0.1173, -0.3521, -0.1091, 0.7329, -0.3068, -0.3066, -0.1417, -0.1577, -0.3031, -0.1600, -0.1345, 0.0877, 0.0788, 0.0510, 0.0675, 0.0736, 0.0818, 0.0767, 0.0801, 0.0611, 0.0824, 0.0725, 0.0778, 0.0714, 0.0767, 0.0757, 0.0835, 0.0587, 0.0940, -0.1204, -0.3548, -0.1080, 0.7399, -0.3575, -0.3035, -0.1401, -0.1518, -0.3017, -0.1583, -0.1337, 0.0861, 0.0844, 0.0512, 0.0684, 0.0718, 0.0858, 0.0776, 0.0809, 0.0612, 0.0846, 0.0743, 0.0791, 0.0715, 0.0774, 0.0767, 0.0835, 0.0588, 0.0948, -0.0614, -0.3265, 0.0316, 0.0077, -0.4367, 0.0761, 0.0480, -0.3108, 0.6558, -0.3854, 0.2422, 0.1704, 0.1248, 0.1223, 0.0685]}

=====

Entry 3:
{"formula": "C5H7NO", "method": "wB97M-V/def2-TZVPD", "total_charge": 0, "total_energy_ha": -324.6117, "relative_energy_kj_mol": 296.0, "gap_ev": 9.71, "species": ["C", "C", "C", "N", "C", "C", "O", "H", "H", "H", "H", "H", "H", "H"], "xyz": [[0.506, -1.939, 0.077], [0.534, -0.612, -0.044], [1.606, 0.423, -0.179], [-0.722, 0.080, -0.134], [-1.250, 1.427, 0.141], [-1.993, 0.105, -0.041], [-2.987, -0.533, -0.103], [-0.317, -2.626, -0.024], [1.366, -2.609, 0.288], [1.513, 1.046, -1.078], [2.621, 0.119, 0.154], [1.376, 1.175, 0.655], [-1.343, 2.052, -0.773], [-0.912, 1.892, 1.060]], "lowdin_charge": [0.0672, -0.3228, -0.0436, 0.0199, 0.0229, -0.4690, 0.1163, 0.0600, 0.0698, 0.0913, 0.0907, 0.0931, 0.1073, 0.0967]}

=====

Entry 4:
{"formula": "C32H88IN8O8", "method": "wB97M-V/def2-TZVPD", "total_charge": -1, "total_energy_ha": -2609.4528, "gap_ev": 7.43, "species": ["I", "C", "C", "C", "O", "C", "N", "H", "H", "H", "H", "H", "H", "H", "H", "H", "H", "H", "C", "C", "C", "O", "C", "N", "H", "H", "H", "H", "H", "H", "H", "H", "H", "H", "H", "C", "C", "C", "O", "C", "N", "H", "H", "H", "H", "H", "H", "H", "H", "H", "H", "H", "C", "C", "C", "O", "C", "N", "H", "H", "H", "H", "H", "H", "H", "H", "H", "H", "H", "C", "C", "C", "O", "C", "N", "H", "H", "H", "H", "H", "H", "H", "H", "H", "H", "H", "C", "C", "C", "O", "C", "N", "H", "H", "H", "H", "H", "H", "H", "H", "H", "H", "H", "C", "C", "C", "O", "C", "N", "H", "H", "H", "H", "H", "H", "H", "H", "H", "H", "H", "C", "C", "C", "O", "C", "N", "H", "H", "H", "H", "H", "H", "H", "H", "H", "H", "H"], "xyz": [[-0.189, -0.125, -0.872], [-3.525, 2.209, -1.843], [-2.492, 3.187, -2.378], [-1.603, 3.820, -1.341], [-0.775, 4.655, -2.121], [-0.173, 5.755, -1.364], [-1.716, 2.399, -3.417], [-4.043, 2.593, -0.964], [-3.052, 1.271, -1.550], [-4.274, 1.974, -2.599], [-3.154, 3.929, -2.824], [-1.089, 3.022, -0.805], [-2.190, 4.424, -0.649], [0.404, 6.450, -1.975], [0.431, 5.398, -0.531], [-1.021, 6.306, -0.956], [-2.424, 1.966, -3.993], [-1.242, 1.582, -3.059], [-3.050, -3.151, 0.550], [-4.183, -2.225, 0.057], [-4.759, -1.122, 0.960], [-5.569, -0.270, 0.156], [-5.640, 1.076, 0.759], [-3.752, -1.713, -1.299], [-3.514, -3.792, 1.300], [-2.346, -2.503, 1.072], [-2.619, -3.803, -0.210], [-5.090, -2.798, -0.140], [-3.939, -0.601, 1.455], [-5.392, -1.723, 1.613], [-4.665, 1.485, 1.026], [-6.310, 0.976, 1.613], [-6.015, 1.929, 0.194], [-2.845, -1.271, -1.247], [-4.404, -1.052, -1.695], [-0.778, -3.019, -3.280], [-1.788, -3.533, -4.289], [-1.841, -5.041, -4.378], [-2.833, -5.360, -5.347], [-2.595, -6.696, -5.828], [-3.129, -3.069, -3.917], [0.178, -3.519, -3.436], [-1.074, -3.257, -2.258], [-0.552, -1.956, -3.351], [-1.493, -3.089, -5.240], [-2.048, -5.519, -3.421], [-0.837, -5.302, -4.716], [-2.630, -7.476, -5.067], [-1.577, -6.769, -6.211], [-3.052, -7.026, -6.761], [-3.001, -2.094, -4.148], [-3.050, -3.082, -2.910], [4.890, -3.120, -0.106], [4.112, -1.779, -0.129], [4.949, -0.553, -0.138], [5.602, -0.466, 1.180], [6.098, 0.749, 1.586], [3.232, -1.775, -1.352], [4.603, -3.891, -0.820], [4.811, -3.384, 0.949], [5.863, -2.889, -0.539], [3.471, -1.676, 0.747], [4.303, 0.321, -0.219], [5.522, -0.571, -1.065], [6.357, 0.558, 2.628], [5.507, 1.662, 1.513], [7.006, 0.925, 1.010], [2.716, -0.907, -1.348], [2.423, -2.378, -1.374], [-0.660, 0.402, 7.573], [-0.862, 1.676, 6.690], [-0.995, 1.330, 5.248], [-1.256, 2.416, 4.429], [-1.752, 1.770, 3.240], [-2.014, 2.207, 7.276], [-0.550, 0.695, 8.617], [0.305, -0.081, 7.422], [-1.486, -0.309, 7.560], [-0.082, 2.435, 6.753], [-1.824, 0.623, 5.242], [-0.111, 0.847, 4.831], [-2.484, 0.976, 3.388], [-0.872, 1.390, 2.720], [-2.244, 2.489, 2.585], [-2.442, 2.755, 6.544], [-2.636, 1.430, 7.451], [1.845, -4.877, 1.597], [0.829, -3.833, 1.405], [0.979, -2.765, 2.408], [0.816, -3.294, 3.698], [0.900, -2.264, 4.686], [0.859, -3.443, 0.007], [2.791, -4.369, 1.409], [1.784, -5.757, 0.957], [1.959, -5.150, 2.646], [-0.143, -4.315, 1.515], [0.181, -2.023, 2.397], [1.929, -2.231, 2.429], [0.745, -2.760, 5.645], [-0.009, -1.668, 4.614], [1.839, -1.711, 4.676], [0.230, -4.050, -0.499], [0.340, -2.586, -0.121], [1.220, 1.210, -6.542], [0.628, 1.862, -5.321], [1.581, 2.136, -4.187], [1.096, 3.065, -3.257], [1.757, 3.034, -1.999], [-0.004, 3.052, -5.731], [1.966, 1.875, -6.977], [0.598, 1.052, -7.423], [1.650, 0.261, -6.221], [-0.148, 1.147, -5.047], [2.491, 2.495, -4.668], [1.906, 1.188, -3.760], [1.202, 3.631, -1.275], [2.711, 3.552, -2.105], [1.935, 2.056, -1.551], [-0.511, 2.748, -6.550], [0.743, 3.511, -6.232], [2.788, 4.192, 0.898], [1.624, 3.463, 1.562], [2.088, 2.226, 2.334], [2.998, 2.704, 3.311], [3.459, 1.673, 4.220], [0.853, 4.418, 2.229], [2.342, 4.807, 0.117], [3.335, 3.389, 0.403], [3.512, 4.747, 1.493], [0.974, 2.982, 0.831], [2.651, 1.542, 1.699], [1.192, 1.714, 2.685], [4.497, 1.874, 4.486], [3.244, 0.668, 3.859], [2.980, 1.697, 5.199], [0.051, 4.032, 2.708], [1.541, 4.763, 2.882]], "lowdin_charge": [0.0600, -0.0948, -0.3803, -0.2161, -0.2047, -0.0636, 0.0583, 0.0511, 0.0261, 0.0795, 0.1323, 0.0813, 0.1190, 0.0881, 0.0501, 0.0763, 0.0596, -0.0236, -0.0521, -0.3864, -0.2090, -0.1879, -0.0837, 0.0384, 0.0689, 0.0595, 0.0689, 0.1210, 0.1126, 0.1194, 0.0650, 0.0798, 0.0741, -0.0432, 0.0634, -0.0997, -0.4464, -0.2258, -0.1688, -0.1219, 0.0494, 0.0765, 0.0438, 0.0225, 0.1381, 0.1311, 0.1156, 0.0812, 0.0676, 0.0779, 0.0604, 0.0162, -0.0506, -0.4295, -0.1739, -0.1826, -0.1520, 0.0332, 0.0700, 0.0650, 0.0678, 0.1084, 0.1117, 0.1264, 0.0869, 0.0793, 0.0821, -0.0323, 0.0157, -0.0568, -0.4607, -0.2813, -0.1568, -0.0905, 0.0323, 0.0731, 0.0667, 0.0791, 0.1441, 0.1198, 0.1201, 0.0825, 0.0647, 0.0890, 0.0753, 0.0685, -0.0619, -0.4679, -0.2178, -0.1960, -0.0931, 0.0468, 0.0629, 0.0867, 0.0789, 0.1332, 0.1125, 0.1215, 0.0847, 0.0732, 0.0859, 0.0603, -0.1102, -0.0826, -0.5073, -0.2129, -0.1795, -0.1308, 0.0422, 0.0734, 0.0757, 0.0806, 0.1221, 0.1196, 0.1188, 0.0359, 0.0865, 0.0280, 0.0666, 0.0690, -0.0505, -0.4850, -0.1921, -0.1845, -0.0836, 0.0701, 0.0539, 0.0698, 0.0841, 0.1100, 0.1160, 0.0994, 0.0794, 0.0774, 0.0677, 0.0653, 0.0779]}